Record 1
{
  "formula": "C47H60Br2ClO8W",
  "method": "ωB97M-V with the def2-TZVPD basis set",
  "species": ["W", "C", "O", "C", "C", "C", "C", "C", "C", "C", "C", "C", "C", "C", "C", "C", "C", "C", "C", "C", "C", "C", "C", "C", "C", "C", "C", "C", "C", "C", "C", "C", "C", "O", "C", "C", "C", "C", "C", "O", "C", "C", "C", "C", "C", "C", "O", "C", "C", "C", "C", "H", "H", "H", "H", "H", "H", "H", "H", "H", "H", "H", "H", "H", "H", "H", "H", "H", "H", "H", "H", "H", "H", "H", "H", "H", "H", "H", "H", "H", "H", "H", "H", "H", "H", "H", "H", "H", "H", "H", "H", "H", "H", "H", "H", "H", "H", "H", "H", "H", "H", "H", "H", "H", "H", "H", "H", "H", "H", "O", "Cl", "O", "O", "O", "Br", "C", "Br", "H", "H"],
  "coordinates": [[-0.27614, 0.26074, 0.31415], [1.94893, 2.58649, 0.07689], [1.47680, 1.28892, -0.39794], [1.84036, 1.00404, -1.75274], [2.73904, -0.04476, -1.95437], [3.31987, -0.89486, -0.84030], [2.52328, -2.05115, -0.24796], [3.20841, -3.09021, 0.37475], [2.56106, -4.15418, 0.99565], [1.16860, -4.20111, 0.93065], [0.43164, -3.20196, 0.31188], [-1.07440, -3.33083, 0.10600], [-1.95504, -2.25322, 0.71518], [-2.32124, -2.26538, 2.04344], [-3.09398, -1.24701, 2.61942], [-3.40514, -0.13729, 1.84193], [-3.12107, -0.08331, 0.47481], [-3.70636, 1.02294, -0.41081], [-2.88203, 2.27577, -0.60185], [-3.25455, 3.55067, -0.34171], [-2.36590, 4.64488, -0.59338], [-1.19882, 4.41421, -1.37088], [-0.76246, 3.15478, -1.65684], [0.19083, 2.83061, -2.77797], [1.28621, 1.75073, -2.77926], [1.79616, 1.49345, -4.05819], [2.76479, 0.54063, -4.31725], [3.18576, -0.24981, -3.24699], [3.43204, 0.38905, -5.68141], [3.34683, -1.06487, -6.16222], [4.90839, 0.78953, -5.52898], [2.79583, 1.28780, -6.74124], [-1.45332, 2.07163, -0.93334], [-1.16386, 0.82410, -1.39726], [-2.69331, 6.00848, -0.01085], [-4.13113, 6.42434, -0.35464], [-1.74139, 7.09683, -0.50784], [-2.54828, 5.88904, 1.51753], [-2.46363, -1.20391, -0.09828], [-2.47512, -1.39275, -1.45367], [-3.61354, -2.14892, -1.87595], [-3.59671, -1.41805, 4.04989], [-4.47061, -0.24732, 4.49893], [-4.43745, -2.70280, 4.11204], [-2.40906, -1.54892, 5.01264], [1.14024, -2.13148, -0.22639], [0.41134, -1.10516, -0.80346], [3.38954, -5.22884, 1.69986], [2.50886, -6.22713, 2.45140], [4.21426, -5.98912, 0.65213], [4.33481, -4.56575, 2.71207], [1.67279, 3.34832, -0.64564], [3.02978, 2.51833, 0.18270], [1.47108, 2.77129, 1.03280], [3.63602, -0.23774, -0.02460], [4.24062, -1.33067, -1.22923], [4.29203, -3.05576, 0.37165], [0.63460, -5.03931, 1.35852], [-1.38142, -4.29948, 0.50201], [-1.25144, -3.33832, -0.97032], [-1.97638, -3.08481, 2.66319], [-3.95076, 0.69207, 2.27396], [-4.67540, 1.30921, -0.00048], [-3.86888, 0.58958, -1.39961], [-4.24755, 3.75479, 0.03951], [-0.68284, 5.26302, -1.80175], [0.65435, 3.76890, -3.09526], [-0.45376, 2.52868, -3.61099], [1.39406, 2.08085, -4.87335], [3.89576, -1.04994, -3.41564], [3.78744, -1.76098, -5.44861], [3.88691, -1.17455, -7.10404], [2.30990, -1.36095, -6.33006], [5.44482, 0.09685, -4.87888], [4.99961, 1.79155, -5.10601], [5.39847, 0.78445, -6.50384], [1.74331, 1.04507, -6.90026], [3.31432, 1.14619, -7.68994], [2.87579, 2.34457, -6.48029], [-4.29031, 6.43200, -1.43410], [-4.32056, 7.43026, 0.02229], [-4.87291, 5.76447, 0.09454], [-1.80538, 7.22786, -1.58975], [-0.70482, 6.88130, -0.24288], [-2.00818, 8.04740, -0.04544], [-3.26677, 5.17597, 1.92605], [-2.72531, 6.85806, 1.98735], [-1.54414, 5.55473, 1.78710], [-3.67516, -3.10000, -1.34040], [-3.47967, -2.33483, -2.93778], [-4.53865, -1.58936, -1.71366], [-5.34030, -0.11577, 3.85233], [-3.91152, 0.69099, 4.53076], [-4.83460, -0.43832, 5.50838], [-5.28090, -2.65621, 3.42076], [-4.82991, -2.83365, 5.12145], [-3.84672, -3.58632, 3.86885], [-1.75472, -0.67892, 4.96384], [-1.81075, -2.43377, 4.79640], [-2.77689, -1.63529, 6.03644], [1.86687, -6.79512, 1.77558], [1.87990, -5.72923, 3.19293], [3.14116, -6.94249, 2.97813], [3.56591, -6.43961, -0.10152], [4.78876, -6.78582, 1.12829], [4.91577, -5.32776, 0.14159], [3.77745, -3.94645, 3.41679], [5.07864, -3.93672, 2.22205], [4.86884, -5.33079, 3.27826], [-1.01025, 1.69564, 5.00488], [-1.03583, 2.03711, 3.57916], [0.27222, 2.44689, 3.05688], [-0.87315, 2.01857, 0.53380], [-0.36730, -0.33141, 1.90104], [1.30467, -2.22941, 4.11445], [2.04784, -0.45847, 4.14831], [2.73613, 0.09098, 2.43508], [2.88117, -0.46050, 4.83780], [1.27679, 0.24319, 4.44116]],
  "mulliken_charge": [0.531, -1.041, 0.200, -0.334, -0.017, -1.004, 0.029, -0.460, 0.173, -0.225, 0.077, -1.656, 1.118, -0.879, 0.113, -0.379, 1.362, -1.944, -0.035, -0.961, 0.338, -0.755, -0.447, -1.075, 0.002, -0.535, -0.330, -0.128, 1.939, -1.626, -1.607, -2.072, 1.204, -0.849, 2.222, -1.764, -2.114, -1.515, -0.775, -0.258, -0.907, 1.846, -2.072, -1.756, -1.327, -0.029, -1.060, 1.963, -2.020, -1.711, -1.433, 0.433, 0.335, 0.148, 0.214, 0.724, 0.530, 0.438, 0.634, 0.482, 0.715, 0.887, 0.597, 0.326, 0.368, 0.631, 0.569, 0.645, 0.702, 0.516, 0.305, 0.454, 0.382, 0.344, 0.342, 0.465, 0.423, 0.434, 0.396, 0.399, 0.463, 0.352, 0.440, 0.390, 0.445, 0.337, 0.471, 0.277, 0.288, 0.336, 0.329, 0.411, 0.280, 0.466, 0.378, 0.478, 0.323, 0.109, 0.253, 0.529, 0.398, 0.363, 0.440, 0.358, 0.472, 0.336, 0.184, 0.324, 0.478, -0.537, 0.951, -0.454, 0.102, 0.150, -0.057, -0.504, 0.089, 0.549, 0.150],
  "largest_force_ev_per_a": 1.11,
  "energy_ha": -8103.8167,
  "lumo_ev": [-3.808, -4.271],
  "total_charge": 1,
  "s2": 2.0404,
  "multiplicity": 3
}



Record 2
{
  "formula": "C3H11NOS",
  "method": "ωB97M-V with the def2-TZVPD basis set",
  "species": ["C", "N", "C", "C", "S", "H", "H", "H", "H", "H", "H", "H", "H", "H", "O", "H", "H"],
  "coordinates": [[1.72997, 1.08731, -0.91332], [0.71538, 0.80964, 0.14733], [-0.52990, 0.27055, -0.43176], [-1.58779, 0.14610, 0.63420], [-2.70470, -1.31444, 0.35374], [2.70573, 0.70448, -0.62452], [1.43972, 0.65296, -1.86199], [1.80436, 2.16245, -1.08324], [0.52338, 1.72396, 0.54222], [-0.22385, -0.63464, -0.93590], [-0.92183, 0.97180, -1.17826], [-2.26944, 0.98199, 0.61875], [-1.19165, 0.00599, 1.64049], [-2.11780, -1.79132, -0.74591], [0.87527, -1.96755, 0.91986], [0.66174, -2.66582, 1.53909], [1.09141, -1.14347, 1.37922]],
  "mulliken_charge": [-0.904, -0.389, -0.807, -0.607, -0.254, 0.272, 0.306, 0.331, 0.244, 0.456, 0.480, 0.430, 0.343, 0.116, -0.612, 0.289, 0.305],
  "largest_force_ev_per_a": 1.65,
  "energy_ha": -649.0510,
  "lumo_ev": 0.979,
  "smiles": "CNCCS.O"
}



Record 3
{
  "formula": "C21H27F6N3O24",
  "method": "ωB97M-V with the def2-TZVPD basis set",
  "species": ["O", "C", "O", "C", "C", "F", "O", "H", "H", "H", "O", "C", "O", "C", "C", "F", "O", "H", "H", "H", "O", "C", "O", "C", "C", "F", "O", "H", "H", "H", "O", "C", "O", "C", "C", "F", "O", "H", "H", "H", "O", "C", "O", "C", "C", "F", "O", "H", "H", "H", "O", "C", "O", "C", "C", "F", "O", "H", "H", "H", "C", "N", "O", "O", "H", "H", "H", "C", "N", "O", "O", "H", "H", "H", "C", "N", "O", "O", "H", "H", "H"],
  "coordinates": [[-4.01561, -0.37055, -4.69364], [-4.12959, -0.05720, -3.48337], [-3.68164, -0.70746, -2.39712], [-3.65932, 0.22955, -1.34165], [-4.87763, 1.01682, -1.59232], [-4.61170, 2.25496, -1.22946], [-4.82184, 1.01115, -2.94480], [-3.58221, -0.34825, -0.42062], [-2.70843, 0.74497, -1.47677], [-5.68013, 0.67395, -0.93923], [4.68420, 1.19189, 3.45886], [4.40715, 2.21787, 2.73124], [5.10961, 2.58985, 1.72915], [4.52566, 3.66600, 0.93656], [3.26063, 3.85536, 1.70010], [2.22901, 3.38940, 1.00825], [3.41982, 3.14172, 2.94054], [5.11419, 4.57978, 0.85445], [4.36285, 3.45907, -0.12116], [3.06819, 4.87513, 2.03345], [1.66744, -1.53582, -2.79502], [2.39800, -2.51687, -2.86488], [2.51072, -3.41304, -3.95068], [3.61371, -4.22105, -3.69563], [3.53143, -4.28354, -2.14137], [4.75586, -4.48491, -1.75272], [3.10544, -2.98837, -1.80489], [3.59195, -5.20690, -4.16009], [4.42632, -3.68041, -4.18088], [2.89266, -5.10875, -1.82658], [-1.37593, -1.56247, 0.13500], [-1.11633, -2.73537, -0.16743], [0.11214, -3.21886, -0.09591], [-0.08960, -4.65213, 0.07348], [-1.45193, -4.91361, -0.41711], [-2.13514, -5.53499, 0.56075], [-1.94186, -3.66419, -0.63077], [0.73707, -5.22386, -0.34823], [-0.06808, -4.85218, 1.14475], [-1.46161, -5.56442, -1.29143], [-0.31503, 3.05717, -6.86962], [0.10974, 2.19175, -6.08522], [-0.54667, 1.80063, -4.94257], [0.28259, 0.99773, -4.19588], [1.33685, 0.56579, -5.23007], [1.24782, -0.70468, -5.62999], [1.21738, 1.49206, -6.30909], [0.55348, 1.66210, -3.37530], [-0.16507, 0.05944, -3.86832], [2.36791, 0.70490, -4.90503], [1.62655, -3.61266, 4.70887], [0.71266, -2.88033, 4.42531], [0.68994, -1.56058, 4.60366], [-0.51927, -1.12927, 3.96918], [-1.32132, -2.35693, 4.06658], [-2.32262, -2.50804, 3.28239], [-0.40944, -3.29110, 3.75187], [-0.99467, -0.28464, 4.46788], [-0.17009, -0.98214, 2.94716], [-1.61253, -2.46403, 5.11148], [0.70300, 3.35405, 4.30179], [-0.61939, 3.02476, 3.67198], [-1.60800, 2.70213, 4.40367], [-0.72925, 3.41564, 2.53792], [0.61092, 3.64718, 5.34759], [1.35823, 4.09027, 3.83622], [1.16529, 2.36749, 4.26881], [-4.09677, 3.95376, 2.18734], [-4.07451, 2.54981, 1.69229], [-3.01123, 2.07349, 1.19916], [-5.15147, 1.93131, 1.59209], [-4.92420, 4.63460, 1.98757], [-3.15698, 4.37705, 1.83277], [-4.03641, 3.75721, 3.25777], [-0.01992, 0.82026, -0.16261], [1.24829, 0.62225, 0.65140], [2.35416, 0.58903, 0.04697], [1.10761, 0.67667, 1.88729], [-0.07006, 1.83623, -0.55427], [-0.87006, 0.69070, 0.50715], [-0.06303, 0.07703, -0.95875]],
  "mulliken_charge": [-0.566, 0.519, -0.327, -0.009, 0.590, -0.296, -0.380, 0.192, -0.164, 0.381, -0.602, 0.691, -0.328, -0.391, 0.225, -0.222, -0.256, 0.307, 0.251, 0.325, -0.382, 0.493, -0.319, -0.495, 0.381, -0.302, -0.190, 0.280, 0.289, 0.235, -0.408, 0.510, -0.234, -0.234, 0.342, -0.295, -0.295, 0.117, 0.184, 0.292, -0.587, 0.504, -0.342, 0.141, 0.493, -0.274, -0.317, 0.048, 0.089, 0.249, -0.568, 0.593, -0.291, 0.515, 0.227, -0.234, -0.281, 0.237, -0.421, 0.229, -0.796, 1.016, -0.580, -0.455, 0.359, 0.188, 0.290, -0.785, 0.794, -0.356, -0.519, 0.328, 0.249, 0.295, -0.864, 1.014, -0.571, -0.496, 0.448, 0.396, 0.125],
  "largest_force_ev_per_a": 6.86,
  "energy_ha": -3385.2603,
  "lumo_ev": -0.439,
  "smiles": "O=C1OC[C@@H](F)O1.O=C1OC[C@@H](F)O1.O=C1OC[C@@H](F)O1.O=C1OC[C@@H](F)O1.O=C1OC[C@@H](F)O1.O=C1OC[C@@H](F)O1.C[N+](=O)[O-].C[N+](=O)[O-].C[N+](=O)[O-]"
}